Entry from the Open Molecules 2025 dataset: a 13-piece molecular cluster, C87H194N3O3 overall in a non-equilibrium geometry (ωB97M-V with the def2-TZVPD basis set).

Geometry as XYZ:
```
287
C87H194N3O3 (ωB97M-V with the def2-TZVPD basis set)
H -13.459 30.010 13.403
H -17.293 27.822 16.948
C -16.733 27.280 17.687
H -19.957 26.022 15.251
H -8.352 25.088 13.301
C -20.625 25.477 6.766
C -24.300 19.684 9.209
C -20.454 28.921 12.074
H -20.483 28.566 9.167
C -12.553 27.578 21.415
C -17.631 24.224 15.437
H -11.569 24.406 19.987
H -11.375 25.933 15.292
H -13.998 29.109 12.006
H -24.778 18.779 9.569
N -13.103 20.351 23.454
H -13.363 27.443 18.387
H -17.300 27.433 18.607
C -12.913 24.686 14.400
C -16.678 20.939 17.311
H -18.954 32.305 13.544
C -17.780 30.676 14.234
C -14.267 20.158 14.664
H -19.905 25.168 6.064
H -18.651 26.046 13.474
H -12.945 18.449 15.130
H -21.397 30.237 13.634
H -18.361 26.376 20.188
C -21.380 30.448 8.581
C -18.253 26.318 9.663
C -13.130 19.504 15.444
H -21.017 24.887 14.528
H -8.566 24.751 15.726
H -12.867 28.535 21.628
C -11.691 22.325 23.188
H -19.017 23.862 19.329
H -9.518 17.413 13.635
H -24.571 25.522 18.280
H -14.074 20.979 21.117
C -9.989 18.368 13.914
H -14.155 23.096 24.114
H -10.456 22.281 17.691
H -14.441 26.653 22.098
H -15.198 21.303 25.288
H -15.703 26.924 20.206
N -20.946 24.069 21.016
C -12.834 23.004 22.459
C -10.275 18.226 15.358
C -20.794 24.145 17.213
H -13.480 25.064 12.372
H -9.096 26.406 15.987
H -21.397 20.065 13.493
H -12.637 24.066 22.285
C -15.629 29.783 13.093
H -16.347 29.254 15.075
H -12.474 22.333 18.644
H -12.828 23.391 12.627
H -20.000 24.666 8.652
H -19.627 25.263 23.174
C -16.124 27.661 9.071
H -15.774 21.027 21.349
C -21.333 22.091 22.856
H -18.868 27.081 10.215
C -14.343 27.133 18.650
H -20.490 24.608 11.923
C -21.894 25.078 16.471
H -20.470 27.910 11.821
H -15.881 32.800 13.177
C -21.088 29.172 13.466
H -13.730 25.322 14.778
H -18.550 23.797 15.057
H -8.633 21.038 18.757
H -24.090 22.541 9.343
C -20.347 21.746 20.514
O -21.905 24.937 21.057
H -20.452 22.005 23.621
H -14.909 27.826 16.774
H -23.745 27.592 17.922
H -16.662 22.436 15.026
H -9.230 23.326 17.049
C -20.822 30.502 7.234
C -16.837 23.019 15.904
H -21.774 26.353 14.958
H -21.907 21.189 22.705
H -25.556 24.667 13.974
C -18.792 26.278 8.255
H -7.620 21.778 20.114
H -10.923 18.519 13.385
H -18.118 25.811 7.542
C -19.104 21.632 12.373
C -14.382 21.074 23.346
H -12.823 22.498 21.487
H -18.683 21.386 14.471
H -11.330 24.438 16.998
H -23.794 25.260 14.293
H -18.143 30.806 15.231
H -9.344 17.920 15.876
H -22.072 24.758 12.618
C -15.390 20.578 24.401
H -21.974 28.558 13.566
H -18.244 21.483 20.015
H -19.913 24.745 17.377
H -21.604 25.850 11.384
C -18.956 24.495 22.731
H -17.139 22.410 12.692
C -23.426 26.809 17.180
H -11.836 26.313 13.640
C -17.648 21.713 11.987
H -15.826 23.339 16.372
H -23.332 23.296 21.197
C -14.854 20.589 21.824
H -11.146 20.771 25.034
H -11.027 17.471 15.508
H -22.084 22.085 11.647
H -19.463 29.290 12.046
H -14.371 26.064 18.352
H -25.653 26.318 17.164
H -10.745 19.611 16.987
H -22.287 29.099 10.881
H -18.474 29.958 13.814
H -20.363 20.723 20.734
H -19.744 26.712 21.068
C -11.713 20.815 23.085
H -12.005 27.706 20.450
H -21.037 20.543 15.075
C -21.519 24.813 11.674
H -26.211 24.063 16.893
H -17.949 23.271 10.605
H -15.604 21.106 17.691
C -16.867 33.019 13.649
H -19.627 29.958 9.632
H -11.266 19.327 21.531
H -9.756 20.172 15.863
H -10.149 23.846 14.260
C -20.805 20.804 14.041
C -20.650 29.568 9.601
H -20.658 23.469 16.409
H -18.393 25.374 10.179
H -23.418 21.605 20.646
H -22.981 22.800 19.607
H -20.567 21.691 19.427
C -24.831 25.212 14.664
C -16.389 30.105 14.386
H -15.934 25.395 14.988
C -17.677 26.278 13.974
H -17.973 31.773 12.320
C -23.440 21.934 10.011
C -10.439 24.768 13.787
H -16.639 20.295 16.402
H -8.550 24.007 19.203
H -25.445 22.996 15.509
H -25.130 20.860 10.845
H -15.174 19.669 24.855
C -13.776 26.723 21.212
H -23.581 22.975 11.922
H -21.473 30.589 11.168
C -10.766 20.343 24.083
H -17.545 22.811 17.885
H -16.446 28.623 9.453
C -20.131 25.645 8.158
H -18.175 21.713 9.931
H -16.517 20.905 24.034
H -7.313 22.177 18.445
H -17.172 34.001 13.269
H -16.271 29.148 12.484
H -14.413 23.788 13.184
H -23.630 20.106 11.202
H -16.378 26.453 10.877
H -22.458 30.160 8.529
H -13.841 23.322 19.328
C -21.293 29.525 10.945
H -15.747 21.237 10.104
H -13.881 20.488 13.665
H -18.473 21.852 16.704
H -11.910 21.225 15.658
C -9.177 25.589 13.809
H -13.456 25.662 21.001
H -16.637 33.175 14.663
H -12.004 22.522 24.224
H -15.098 19.526 14.501
H -14.039 28.331 13.561
H -17.860 24.803 16.326
C -11.918 24.418 18.964
C -17.511 22.278 10.559
C -16.899 25.063 14.478
H -21.169 21.814 13.760
C -22.791 22.463 20.686
H -20.436 28.843 14.241
C -17.929 31.933 13.379
H -15.798 30.839 14.904
C -16.750 26.457 9.778
H -17.158 20.725 12.017
H -9.774 22.944 20.083
C -20.988 25.638 15.340
C -22.239 23.955 10.622
C -9.938 23.230 17.900
C -11.798 20.242 15.255
C -25.354 23.611 16.387
C -14.177 29.282 13.052
C -13.429 24.213 13.056
H -11.818 27.274 22.194
H -19.528 22.705 12.240
H -25.032 23.085 17.293
H -24.941 20.086 8.442
C -11.662 25.537 14.339
H -21.216 26.967 17.509
H -16.158 22.464 8.845
H -21.249 31.209 6.543
H -15.027 27.814 9.217
H -22.001 22.861 23.270
H -11.856 20.971 20.955
H -10.149 25.326 18.015
H -22.606 21.629 9.369
H -13.381 19.545 16.495
H -10.166 20.626 21.510
H -15.372 22.968 10.444
C -19.357 20.895 13.727
H -17.828 26.938 14.809
H -14.804 19.453 21.539
H -18.027 25.041 22.768
H -20.082 25.850 19.549
H -16.631 24.452 13.637
H -20.763 26.263 8.795
H -16.284 27.608 8.013
H -21.029 26.328 6.350
C -18.688 23.654 20.318
C -12.963 23.321 18.638
C -22.851 22.720 11.122
H -21.296 31.464 8.998
H -18.344 21.878 21.637
C -14.086 22.594 23.122
H -24.837 26.319 14.519
H -10.686 22.697 22.977
H -21.474 23.718 9.844
H -14.586 21.041 15.265
H -9.264 26.527 13.265
C -11.225 20.425 21.714
C -14.689 27.302 20.158
C -18.806 22.166 20.719
H -7.674 26.164 15.235
H -21.423 24.682 6.753
H -11.625 20.489 14.206
H -16.329 25.583 9.214
H -17.137 26.867 13.218
H -16.759 26.207 17.445
C -10.642 19.601 15.908
H -13.443 23.401 17.621
H -10.791 19.212 24.078
H -17.248 20.352 18.112
H -18.892 19.878 13.536
H -22.245 25.842 18.564
C -24.618 25.916 17.277
H -19.148 23.536 23.130
C -8.107 21.929 19.139
C -22.087 26.263 17.544
C -24.158 20.633 10.357
C -17.493 22.203 16.978
C -10.836 24.410 17.932
H -19.751 30.767 7.272
O -22.816 23.133 15.562
C -8.636 25.709 15.236
H -9.304 19.178 13.645
C -9.134 23.066 19.197
H -14.802 28.358 20.333
C -16.116 22.286 9.926
H -9.803 20.854 23.893
C -15.329 27.841 17.741
H -15.615 30.769 12.562
H -10.686 24.472 12.765
C -19.328 24.664 21.170
H -21.217 23.783 18.111
O -13.054 19.173 23.940
C -19.368 25.950 20.393
H -17.599 23.847 20.221
H -22.924 24.627 10.098
H -20.869 29.515 6.683
N -23.005 24.130 16.025
H -12.520 25.335 18.952
H -23.301 27.359 16.199
H -14.938 23.037 22.600
H -18.974 27.290 7.805
H -19.660 21.021 11.641
C -21.469 22.518 21.278
C -24.348 24.871 16.153
H -15.364 28.918 17.899
H -12.628 23.888 15.013
H -23.299 19.344 8.801
```

Expectation value of S²   3.76
2S+1   4
Relative energy (zero: lowest compared OMol25 entry of this formula, charge and spin)   0.0000 eV
DFT total energy   -103962.6699 eV
LUMO (alpha / beta)   0.0192 / 0.0191 Eh
E_HOMO (alpha / beta)   -6.87 / -8.64 eV